C3H9NO | ωB97M-V/def2-TZVPD

The geometry in XYZ format:
```
14
Properties=species:S:1:pos:R:3:mulliken_charge:R:1
C -0.31 -1.09 -0.38 -0.4170
C -0.66 0.34 -0.12 -0.6604
C 0.62 1.03 0.53 -0.3640
O 1.19 1.89 -0.53 -0.5703
N -0.92 -2.10 0.59 -0.4774
H 0.72 -1.09 -0.63 0.3259
H -0.74 -1.43 -1.38 0.2571
H -1.49 0.65 0.43 0.4296
H -0.90 0.93 -1.11 0.2602
H 1.28 0.34 0.85 0.2936
H 0.53 1.85 1.26 0.2788
H 1.21 1.50 -1.43 0.3052
H -0.65 -3.04 0.42 0.1772
H -0.98 -1.85 1.51 0.1614
```

## Properties
ΔE to the lowest compared entry with this formula, charge and spin = 53.99 kcal/mol
HOMO-LUMO gap = 0.3756 Ha
F_max = 0.111 hartree/bohr
structure (SMILES) = NCCCO
HOMO = -0.3381 Eh
spin multiplicity = 1

C3H9NO | ωB97M-V/def2-TZVPD

The geometry in XYZ format:
```
14
Properties=species:S:1:pos:R:3:mulliken_charge:R:1
C -2.39 0.09 -0.46 -0.4858
O -2.15 1.11 0.49 -0.5405
H -1.61 -0.48 -0.84 0.2502
H -2.79 0.60 -1.37 0.2681
H -3.17 -0.48 -0.03 0.2253
C 1.83 -0.55 0.32 -0.2843
C 2.41 0.71 0.25 -0.6361
N 0.55 -1.00 -0.11 -0.4371
H 2.49 -1.20 0.82 0.3309
H 3.27 0.80 -0.37 0.2551
H 2.28 1.47 1.02 0.2583
H 0.62 -1.73 -0.80 0.2426
H -1.44 1.88 0.23 0.3084
H 0.09 -1.21 0.84 0.2449
```

## Properties
ΔE to the lowest compared entry with this formula, charge and spin = 141.09 kcal/mol
HOMO-LUMO gap = 0.2732 Ha
F_max = 0.090 hartree/bohr
structure (SMILES) = C=CN.CO
HOMO = -0.2794 Eh
spin multiplicity = 1

C3H9NO | ωB97M-V/def2-TZVPD

The geometry in XYZ format:
```
14
Properties=species:S:1:pos:R:3:mulliken_charge:R:1
C -1.02 1.21 -0.20 -1.1987
C -0.57 -0.09 0.47 0.2497
C 0.95 -0.08 0.71 -0.6521
H -2.15 1.21 -0.30 0.3570
H -0.64 2.02 0.41 0.3213
H -0.58 1.23 -1.20 0.3615
H -1.08 -0.19 1.47 0.2126
H -1.80 -1.07 -0.63 0.3257
H 1.19 0.82 1.33 0.3422
H 1.29 -0.97 1.25 0.3062
H 2.59 0.15 -0.50 0.2186
H 1.30 -0.63 -1.24 0.2283
N 1.59 0.15 -0.60 -0.5449
O -0.93 -1.23 -0.28 -0.5273
```

## Properties
ΔE to the lowest compared entry with this formula, charge and spin = 18.84 kcal/mol
HOMO-LUMO gap = 0.3774 Ha
F_max = 0.038 hartree/bohr
structure (SMILES) = C[C@@H](O)CN
HOMO = -0.3408 Eh
spin multiplicity = 1

C3H9NO | ωB97M-V/def2-TZVPD

The geometry in XYZ format:
```
14
Properties=species:S:1:pos:R:3:mulliken_charge:R:1
C 0.13 0.98 -1.10 -1.1015
C 0.53 2.04 -0.04 -0.2974
C -0.54 2.78 1.93 -0.2848
N -0.71 2.38 0.74 -0.4198
H -0.57 1.50 -1.75 0.3128
H 1.07 0.56 -1.44 0.3483
H -0.52 0.23 -0.66 0.2775
H 0.84 3.04 -0.36 0.3012
H 1.22 1.53 0.61 0.3734
H 0.33 2.45 2.54 0.2295
H -1.39 3.26 2.42 0.2607
H 0.42 -7.13 -0.45 0.3194
H -0.85 -7.00 -1.27 0.3213
O 0.03 -6.62 -1.17 -0.6407
```

## Properties
ΔE to the lowest compared entry with this formula, charge and spin = 47.34 kcal/mol
HOMO-LUMO gap = 0.3850 Ha
F_max = 0.055 hartree/bohr
structure (SMILES) = C=NCC.O
HOMO = -0.3453 Eh
spin multiplicity = 1

C3H9NO | ωB97M-V/def2-TZVPD

The geometry in XYZ format:
```
14
Properties=species:S:1:pos:R:3:mulliken_charge:R:1
C -0.43 0.75 -0.37 -0.8074
C 1.01 0.66 -0.92 0.7200
C 1.75 1.81 -0.78 -0.5437
N 1.56 -0.52 -1.02 -0.5541
H -0.35 1.02 0.68 0.3424
H -0.80 -0.29 -0.35 0.0870
H -1.07 1.46 -0.88 0.3528
H 1.24 2.69 -0.43 0.2826
H 2.77 1.88 -1.13 0.3179
H -2.12 -2.30 -0.33 0.2021
H 1.02 -1.25 -0.56 0.3421
H -1.75 -2.29 3.06 0.0501
H -1.10 -2.02 2.83 -0.0623
O -1.74 -1.58 0.19 -0.7295
```

## Properties
ΔE to the lowest compared entry with this formula, charge and spin = 195.45 kcal/mol
HOMO-LUMO gap = 0.1371 Ha
F_max = 0.059 hartree/bohr
HOMO = -0.2872 Eh
spin multiplicity = 1

C3H9NO | ωB97M-V/def2-TZVPD

The geometry in XYZ format:
```
14
Properties=species:S:1:pos:R:3:mulliken_spin:R:1
C -1.60 0.98 -0.51 0.0121
C -0.11 0.88 -0.44 0.4227
C 0.65 -0.22 -0.76 0.1339
N 1.87 -0.61 -0.34 0.3167
H -2.19 0.16 -1.00 -0.0023
H -1.97 1.06 0.52 0.0455
H -1.87 1.90 -1.03 0.0283
H 0.42 1.77 -0.18 0.0280
H 0.20 -0.93 -1.41 0.0312
H 2.46 -1.19 -1.08 -0.0089
H 2.37 -0.37 0.39 -0.0080
H -0.72 -0.88 1.53 -0.0016
H 0.75 -1.32 2.00 -0.0012
O -0.25 -1.22 2.30 0.0037
```

## Properties
ΔE to the lowest compared entry with this formula, charge and spin = 29.51 kcal/mol
HOMO-LUMO gap (alpha / beta) = 0.3982 / 0.2763 Ha
F_max = 0.155 hartree/bohr
net charge = +1
HOMO (alpha / beta) = -0.5587 / -0.5623 Eh
spin multiplicity = 2

C3H9NO2 | ωB97M-V/def2-TZVPD

The geometry in XYZ format:
```
15
Properties=species:S:1:pos:R:3:mulliken_charge:R:1
C 0.54 -2.24 0.44 0.0368
C 1.10 -3.43 0.26 -0.7265
C 1.80 -0.40 1.24 -0.2425
N 1.20 -1.02 0.32 -0.3921
H -0.55 -2.20 0.57 0.2785
H 2.18 -3.50 0.18 0.2633
H 0.42 -4.25 0.33 0.2577
H 1.66 -0.68 2.28 0.2703
H 2.45 0.42 0.97 0.2575
H -1.24 1.06 -1.39 0.3102
H -2.23 1.20 -0.30 0.3148
O -1.76 1.74 -0.95 -0.6350
H -2.28 3.79 -1.28 0.3287
H -1.39 4.94 -0.96 0.3095
O -1.91 4.58 -1.69 -0.6313
```

## Properties
ΔE to the lowest compared entry with this formula, charge and spin = 62.52 kcal/mol
HOMO-LUMO gap = 0.3524 Ha
F_max = 0.019 hartree/bohr
structure (SMILES) = C=CN=C.O.O
HOMO = -0.3325 Eh
spin multiplicity = 1

C3H9NO2 | ωB97M-V/def2-TZVPD

The geometry in XYZ format:
```
15
Properties=species:S:1:pos:R:3:mulliken_charge:R:1
C 0.00 0.54 -0.53 -0.3930
C -1.41 0.68 -0.97 -0.5276
O -1.42 0.82 -2.43 -0.5035
N 0.08 -0.18 0.75 -0.3690
C 1.44 -0.70 1.09 -0.3045
O 1.52 -1.09 2.43 -0.5143
H 0.49 -0.17 -1.21 0.2286
H 0.70 1.37 -0.63 0.3741
H -1.86 1.59 -0.60 0.2322
H -1.90 -0.24 -0.68 0.3817
H -1.77 -0.02 -2.69 0.3046
H -0.26 0.28 1.59 0.2049
H 1.54 -1.43 0.28 0.3093
H 2.19 0.07 0.97 0.2607
H 0.67 -1.53 2.62 0.3156
```

## Properties
ΔE to the lowest compared entry with this formula, charge and spin = 51.03 kcal/mol
HOMO-LUMO gap = 0.3706 Ha
F_max = 0.050 hartree/bohr
structure (SMILES) = OCCNCO
HOMO = -0.3369 Eh
spin multiplicity = 1

C3H9NO2 | ωB97M-V/def2-TZVPD

The geometry in XYZ format:
```
15
Properties=species:S:1:pos:R:3:mulliken_charge:R:1
C 2.32 -1.20 0.43 -0.5798
O 2.86 -0.59 -0.74 -0.5041
H 2.25 0.10 -1.04 0.3161
H 3.04 -1.97 0.71 0.2609
H 2.25 -0.46 1.23 0.2646
H 1.40 -1.75 0.17 0.2382
C -2.34 0.03 -0.58 -0.9513
C -1.68 1.26 -0.01 0.6543
O -2.21 2.35 0.05 -0.6173
N -0.41 1.07 0.45 -0.3099
H -1.64 -0.57 -1.17 0.3028
H -3.20 0.32 -1.18 0.2890
H -0.07 1.83 1.01 0.1928
H 0.09 0.21 0.42 0.1830
H -2.67 -0.62 0.25 0.2606
```

## Properties
ΔE to the lowest compared entry with this formula, charge and spin = 22.51 kcal/mol
HOMO-LUMO gap = 0.3890 Ha
F_max = 0.029 hartree/bohr
structure (SMILES) = CC(N)=O.CO
HOMO = -0.3683 Eh
spin multiplicity = 1

C3H9NO2 | ωB97M-V/def2-TZVPD

The geometry in XYZ format:
```
15
Properties=species:S:1:pos:R:3:mulliken_charge:R:1
O -1.50 2.45 2.19 -0.4774
C -1.38 1.22 2.20 0.1940
C -1.96 0.01 1.49 -0.5203
H -0.59 0.99 2.96 0.2791
H -2.92 0.19 1.03 0.2890
H -1.95 -0.86 2.21 0.2606
H -1.27 -0.37 0.66 0.0054
N 0.78 -0.79 -2.76 -0.5203
C 1.10 -1.09 -1.38 0.0938
O 2.56 -1.28 -1.10 -0.5666
H 0.47 0.17 -2.98 0.1980
H 1.31 -1.39 -3.40 0.2313
H 0.72 -0.48 -0.50 0.1000
H 0.78 -2.21 -1.34 0.1590
H 2.94 -0.79 -1.87 0.2745
```

## Properties
ΔE to the lowest compared entry with this formula, charge and spin = 68.82 kcal/mol
HOMO-LUMO gap = 0.3800 Ha
F_max = 0.071 hartree/bohr
structure (SMILES) = CC=O.NCO
HOMO = -0.3518 Eh
spin multiplicity = 1

C3H9NO2 | ωB97M-V/def2-TZVPD

The geometry in XYZ format:
```
15
Properties=species:S:1:pos:R:3:mulliken_charge:R:1
O -3.04 1.92 -2.37 -0.6293
H -3.14 2.80 -1.93 0.3198
H -3.68 1.95 -3.12 0.3172
O -1.63 -0.48 1.03 -0.6239
C -0.64 -0.42 0.26 0.0681
N 0.66 -0.56 0.57 0.1036
C 1.69 -0.44 -0.45 -0.8808
C 1.12 -0.79 1.99 -0.8611
H -0.80 -0.20 -0.82 0.3264
H 1.49 0.48 -1.02 0.3156
H 1.58 -1.31 -1.12 0.3122
H 2.74 -0.41 -0.09 0.3116
H 1.13 -1.87 2.23 0.2816
H 0.40 -0.29 2.65 0.3120
H 2.12 -0.38 2.17 0.3270
```

## Properties
ΔE to the lowest compared entry with this formula, charge and spin = 31.87 kcal/mol
HOMO-LUMO gap = 0.3682 Ha
F_max = 0.060 hartree/bohr
structure (SMILES) = CN(C)C=O.O
HOMO = -0.3382 Eh
spin multiplicity = 1

C3H9NO2 | ωB97M-V/def2-TZVPD

The geometry in XYZ format:
```
15
Properties=species:S:1:pos:R:3:mulliken_charge:R:1
C 1.36 -1.72 -0.93 -0.5337
N 2.47 -1.94 -1.92 -0.6051
H -2.85 -0.02 2.45 0.3534
H 2.51 -1.13 -2.52 0.2340
H 3.36 -1.86 -1.38 0.2261
H 0.67 -1.05 -1.45 0.2455
H 1.51 -1.12 0.02 0.2056
H 0.97 -2.74 -0.81 0.2300
C -1.20 2.25 0.75 -0.7482
C -1.68 0.86 1.14 0.6235
O -2.41 0.81 2.24 -0.4540
O -1.50 -0.07 0.39 -0.5356
H -1.74 3.02 1.39 0.2750
H -1.34 2.48 -0.35 0.2637
H -0.12 2.22 0.99 0.2199
```

## Properties
ΔE to the lowest compared entry with this formula, charge and spin = 31.46 kcal/mol
HOMO-LUMO gap = 0.3683 Ha
F_max = 0.047 hartree/bohr
structure (SMILES) = CC(=O)O.CN
HOMO = -0.3458 Eh
spin multiplicity = 1

C3H9NO2 | ωB97M-V/def2-TZVPD

The geometry in XYZ format:
```
15
Properties=species:S:1:pos:R:3:mulliken_charge:R:1
C 0.27 -1.68 -0.24 -0.8599
N 0.40 -0.23 -0.44 -0.4439
C 0.62 0.49 0.79 -0.4299
C 0.99 1.95 0.59 0.0253
O 1.20 2.49 -0.45 -0.4636
H 0.83 -2.03 0.62 0.3169
H -0.77 -1.91 -0.05 0.2782
H 0.51 -2.16 -1.19 0.3520
H 1.21 -0.08 -1.05 0.2543
H 1.45 0.06 1.38 0.3716
H -0.30 0.51 1.38 0.3186
H 1.07 2.43 1.60 0.3079
H -2.91 -0.01 -1.63 0.3067
H -1.81 -0.04 -0.62 0.3314
O -2.75 0.22 -0.70 -0.6657
```

## Properties
ΔE to the lowest compared entry with this formula, charge and spin = 39.83 kcal/mol
HOMO-LUMO gap = 0.3900 Ha
F_max = 0.025 hartree/bohr
structure (SMILES) = CNCC=O.O
HOMO = -0.3587 Eh
spin multiplicity = 1

C3H9NO2 | ωB97M-V/def2-TZVPD

The geometry in XYZ format:
```
15
Properties=species:S:1:pos:R:3:mulliken_charge:R:1
C 1.33 -1.93 1.18 -0.6137
N 2.18 -0.87 0.88 -0.5061
H -0.68 1.66 -2.32 0.3459
H 2.90 -1.26 0.39 0.2015
H 1.87 -0.08 0.38 0.2242
H 0.41 -1.72 1.70 0.2756
H 2.08 -2.56 1.83 0.2692
H 0.77 -2.49 0.35 0.1669
C -1.99 0.98 0.29 -0.9688
C -0.82 0.70 -0.57 0.5991
O -0.50 1.71 -1.37 -0.4663
O -0.32 -0.37 -0.50 -0.4697
H -2.46 1.86 -0.08 0.3872
H -1.83 1.02 1.35 0.2692
H -2.88 0.39 -0.12 0.2859
```

## Properties
ΔE to the lowest compared entry with this formula, charge and spin = 60.43 kcal/mol
HOMO-LUMO gap = 0.3245 Ha
F_max = 0.066 hartree/bohr
structure (SMILES) = CC(=O)O.CN
HOMO = -0.3102 Eh
spin multiplicity = 1

C3H9NO2 | ωB97M-V/def2-TZVPD

The geometry in XYZ format:
```
15
Properties=species:S:1:pos:R:3:mulliken_charge:R:1
C -1.70 -0.04 -1.09 -1.0177
C -0.67 1.06 -1.26 0.6180
O -0.07 0.82 -2.44 -0.4936
O -0.20 1.77 -0.47 -0.4702
H -1.34 -1.11 -1.21 0.2862
H -2.48 -0.07 -1.84 0.3205
H -2.12 -0.16 -0.16 0.3752
C 1.67 -0.90 1.60 -0.7859
N 0.73 0.05 2.03 -0.4992
H -0.42 1.44 -3.28 0.3671
H 0.73 0.91 1.64 0.2269
H -0.22 -0.27 2.03 0.2302
H 1.25 -1.86 1.63 0.3478
H 2.73 -0.72 2.14 0.2157
H 2.11 -0.91 0.66 0.2789
```

## Properties
ΔE to the lowest compared entry with this formula, charge and spin = 67.85 kcal/mol
HOMO-LUMO gap = 0.3266 Ha
F_max = 0.123 hartree/bohr
structure (SMILES) = CC(=O)O.CN
HOMO = -0.3137 Eh
spin multiplicity = 1

C3H9NO2 | ωB97M-V/def2-TZVPD

The geometry in XYZ format:
```
15
Properties=species:S:1:pos:R:3:mulliken_charge:R:1
C 2.16 0.71 1.33 -0.9587
C 0.87 1.21 0.79 0.6380
O 0.45 0.84 -0.29 -0.5989
N 0.21 2.10 1.58 -0.3753
H 2.79 1.54 1.62 0.3307
H 2.60 0.16 0.52 0.2671
H -0.71 2.42 1.33 0.2300
H 0.59 2.46 2.43 0.1779
H 1.98 0.04 2.18 0.2918
C -1.91 -2.67 -1.25 -0.4690
O -1.32 -1.73 -2.16 -0.4864
H -1.88 -0.94 -2.19 0.2866
H -2.97 -2.76 -1.44 0.2521
H -1.44 -3.62 -1.46 0.2032
H -1.68 -2.38 -0.23 0.2108
```

## Properties
ΔE to the lowest compared entry with this formula, charge and spin = 23.05 kcal/mol
HOMO-LUMO gap = 0.3899 Ha
F_max = 0.025 hartree/bohr
structure (SMILES) = CC(N)=O.CO
HOMO = -0.3593 Eh
spin multiplicity = 1